(1)
DFT (ωB97M-V with the def2-TZVPD basis set) results for a molecular structure, C44H52N5O2RhSbSe at a distorted geometry.

Last column: Mulliken spin population.
Positions of all 106 atoms, in Å:
1 Sb -2.03 -0.88 1.62  0.144
2 Rh 0.03 0.38 -0.02  1.747
3 Se -0.16 2.79 0.72  0.042
4 O 0.34 -1.63 -0.44  0.119
5 O 1.13 -3.68 -0.64  0.003
6 N -0.65 0.56 -1.83  0.098
7 N 0.38 4.60 -1.57  0.009
8 N 1.39 0.12 1.49  0.027
9 N 2.56 0.30 -2.43  0.025
10 N 2.06 4.52 -0.12  0.004
11 C -5.07 2.43 2.01  -0.001
12 C -4.15 0.40 3.59  0.008
13 C 5.17 1.12 -1.69  0.004
14 C -1.75 0.15 -3.81  0.098
15 C 0.83 3.92 -0.47  0.015
16 C -3.43 -2.34 0.73  0.565
17 C 1.43 -2.27 -5.27  0.002
18 C -1.42 -1.36 3.74  0.088
19 C 3.00 4.16 0.90  0.005
20 C 4.40 -2.26 -4.26  -0.005
21 C 5.98 -0.70 -3.27  -0.006
22 C -4.05 1.59 1.47  -0.011
23 C -1.50 -2.67 4.21  -0.020
24 C 3.58 -0.44 -2.90  0.007
25 C -0.93 -0.64 6.04  0.006
26 C 1.43 5.47 -2.01  0.002
27 C -0.87 4.40 -2.29  0.000
28 C -1.43 -2.96 5.59  0.009
29 C -1.86 0.14 -2.41  -0.062
30 C 5.72 -1.81 -4.05  0.009
31 C 1.89 -2.18 -3.83  -0.007
32 C 3.30 -1.67 -3.63  0.004
33 C 0.27 0.82 -2.88  -0.082
34 C -4.70 -1.88 0.38  -0.079
35 C -4.21 -4.63 0.29  -0.005
36 C -1.09 -1.98 6.49  -0.003
37 C -1.19 1.18 4.47  0.006
38 C 2.50 -0.82 1.21  0.011
39 C 2.38 5.48 -1.08  0.000
40 C -3.48 1.94 0.11  0.043
41 C -5.50 -4.16 0.11  0.246
42 C 6.47 0.98 -0.92  0.000
43 C 1.64 1.14 -2.56  0.044
44 C 1.16 -2.58 -0.09  -0.018
45 C -1.78 -4.32 0.75  0.019
46 C -3.14 -3.71 0.52  0.288
47 C -3.63 0.51 2.27  0.003
48 C -5.73 -2.78 0.06  0.338
49 C 4.92 -0.03 -2.63  0.009
50 C -5.53 2.31 3.32  0.002
51 C -0.43 0.68 -4.12  0.108
52 C -5.09 1.27 4.07  0.004
53 C -1.20 -0.35 4.69  -0.010
54 C 2.10 -2.30 1.13  0.002
55 H -5.48 3.17 1.33  0.000
56 H 6.96 -0.31 -3.12  0.000
57 H 3.02 -0.46 0.29  -0.004
58 H 0.36 -2.58 -5.37  -0.001
59 H -2.72 -0.16 -1.78  0.026
60 H 3.30 -0.78 1.98  0.002
61 H 1.90 -3.21 -3.36  0.001
62 H -1.55 -3.55 3.55  -0.007
63 H 3.32 6.05 -0.97  0.001
64 H 1.58 -2.59 2.05  -0.005
65 H -3.91 1.42 -0.74  -0.001
66 H -1.74 -3.98 5.91  0.001
67 H 1.48 -1.33 -5.86  -0.001
68 H -1.19 -4.28 -0.16  0.073
69 H -0.86 4.83 -3.31  0.000
70 H 1.18 -1.60 -3.22  0.014
71 H -0.08 0.85 -5.14  -0.010
72 H -1.19 1.49 3.44  -0.007
73 H -2.42 -0.27 -4.61  0.003
74 H 4.30 1.27 -1.02  -0.001
75 H -1.90 -5.36 1.09  0.020
76 H -3.78 -0.42 4.19  -0.004
77 H 1.16 6.05 -2.90  0.000
78 H -4.00 -5.72 0.39  -0.002
79 H -4.87 -0.82 0.29  0.035
80 H -6.71 -2.35 -0.22  0.003
81 H -1.21 -3.72 1.52  0.007
82 H -6.35 -4.86 -0.06  0.021
83 H 5.21 2.06 -2.28  0.001
84 H -5.53 1.11 5.07  0.000
85 H 1.94 -3.06 -5.87  0.000
86 H 1.91 2.16 -2.40  -0.006
87 H 0.83 -0.28 2.27  0.000
88 H 6.60 0.06 -0.33  0.000
89 H -1.72 4.81 -1.76  0.001
90 H 6.59 -2.33 -4.49  0.000
91 H -0.65 0.16 6.69  0.001
92 H -6.23 3.06 3.73  0.000
93 H -2.05 1.65 4.98  0.000
94 H -2.38 1.72 0.04  -0.014
95 H 3.02 -2.90 1.02  0.002
96 H -1.07 3.33 -2.42  0.002
97 H 1.67 1.10 1.72  0.001
98 H -3.63 3.03 -0.11  0.000
99 H -0.27 1.57 4.92  -0.001
100 H 3.82 3.53 0.51  -0.001
101 H 2.49 3.58 1.69  -0.001
102 H -0.98 -2.23 7.56  0.000
103 H 3.47 5.07 1.30  0.000
104 H 6.69 1.84 -0.25  0.000
105 H 7.34 1.02 -1.63  0.000
106 H 4.24 -3.14 -4.91  0.000

F_max, Eh/bohr: 0.081
Total energy, Eh: -4883.796109
Spin multiplicity: 5
Molar mass, g mol⁻¹: 986.56
HOMO energy (alpha / beta), Ha: -0.2380 / -0.3607
Total charge: +1
LUMO (alpha / beta), eV: -3.86 / -5.75
Frontier orbital gap (alpha / beta), eV: 2.62 / 4.06

=====

(2)
DFT (ωB97M-V with the def2-TZVPD basis set) results for 2 unconnected molecules or ions with the total composition C44H52O7.

Last column: Löwdin charge in e.
Positions of all 103 atoms, in Å:
1 O -8.03 1.68 4.49  0.119
2 O -6.99 3.20 2.67  0.106
3 O -6.73 -0.34 -0.41  0.108
4 O -7.82 -1.85 1.39  0.093
5 O 6.14 -0.56 3.62  0.121
6 O 1.87 1.68 2.56  0.117
7 O 1.55 4.77 -0.70  -0.100
8 C 2.68 -3.12 3.72  -0.018
9 C 0.94 -3.50 -0.93  -0.202
10 C -4.28 -4.20 -0.45  -0.246
11 C 5.14 0.60 1.80  -0.081
12 C -7.02 0.24 0.74  -0.234
13 C -7.15 2.05 2.32  -0.313
14 C 2.62 2.77 -0.13  -0.082
15 C 4.84 7.77 -2.99  -0.095
16 C 0.66 -3.54 -2.45  -0.206
17 C -2.76 -2.63 -3.71  -0.194
18 C -1.60 -3.10 -4.59  -0.213
19 C -0.29 -3.68 2.01  -0.196
20 C 3.89 -2.44 3.61  0.013
21 C 0.18 -3.27 3.42  -0.151
22 C -7.65 -0.70 1.75  -0.311
23 C 2.73 4.29 -0.07  -0.375
24 C 2.73 0.88 2.28  -0.263
25 C 1.49 -1.20 2.93  0.049
26 C 1.46 6.17 -0.87  -0.170
27 C 3.89 7.02 -3.66  -0.083
28 C 2.69 -0.52 2.78  -0.075
29 C 1.48 -2.52 3.37  -0.214
30 C 0.40 -4.72 -0.20  -0.213
31 C -7.99 -0.18 3.06  0.074
32 C -4.63 -3.14 0.60  -0.099
33 C 2.79 6.52 -2.98  -0.034
34 C -4.25 -3.65 -1.88  -0.222
35 C 0.63 -4.67 1.31  -0.202
36 C 3.89 -1.14 3.12  -0.090
37 C 5.06 2.29 -0.37  -0.016
38 C 2.91 4.78 1.36  -0.004
39 C 5.16 -0.38 2.93  -0.285
40 C -0.34 -2.25 -4.43  -0.215
41 C 2.64 6.75 -1.61  -0.219
42 C -7.76 1.11 3.33  -0.236
43 C 6.30 0.85 1.10  -0.004
44 C -2.84 -3.27 -2.31  -0.221
45 C 0.22 -2.19 -3.01  -0.215
46 C 3.60 7.50 -0.95  -0.044
47 C 6.26 1.69 0.00  -0.047
48 C -6.79 1.53 1.01  0.074
49 C 4.70 8.01 -1.63  -0.080
50 C 3.93 1.22 1.44  -0.024
51 C 3.88 2.08 0.34  -0.133
52 H 2.67 -4.14 4.08  0.118
53 H -0.59 -2.65 3.88  0.118
54 H 2.45 2.49 -1.17  0.134
55 H -7.00 -1.28 -0.32  0.110
56 H 2.04 5.94 -3.50  0.119
57 H -0.55 -1.77 -2.36  0.093
58 H 1.56 -3.86 -2.98  0.116
59 H 0.43 -2.59 -5.13  0.109
60 H -4.08 -3.29 1.53  0.063
61 H -2.23 -4.18 -2.30  0.097
62 H -0.60 -1.23 -4.74  0.109
63 H 2.01 -3.41 -0.74  0.116
64 H -2.43 -2.59 -1.55  0.109
65 H -6.34 2.20 0.30  0.136
66 H -3.71 -2.81 -4.23  0.105
67 H -1.90 -3.04 -5.64  0.104
68 H 5.04 2.93 -1.25  0.119
69 H 3.97 4.97 1.57  0.090
70 H 1.08 -1.53 -2.99  0.115
71 H 4.81 -2.92 3.90  0.123
72 H 0.29 -4.17 4.03  0.116
73 H -4.36 -2.15 0.23  0.069
74 H 0.45 -5.66 1.73  0.114
75 H 7.23 0.38 1.40  0.121
76 H -0.38 -2.77 1.41  0.100
77 H -0.09 -4.31 -2.64  0.085
78 H 5.70 8.16 -3.51  0.100
79 H -4.64 -4.39 -2.59  0.111
80 H -3.29 -4.61 -0.23  0.086
81 H -4.89 -2.76 -1.94  0.106
82 H -8.43 -0.86 3.78  0.136
83 H -4.98 -5.04 -0.39  0.101
84 H 4.00 6.84 -4.72  0.102
85 H 3.49 7.69 0.11  0.113
86 H 0.90 -5.61 -0.60  0.116
87 H 0.55 6.33 -1.45  0.130
88 H 0.46 -2.60 -0.53  0.097
89 H -0.67 -4.84 -0.42  0.098
90 H -1.38 -4.15 -4.39  0.102
91 H -2.67 -1.54 -3.61  0.113
92 H 2.36 5.69 1.56  0.069
93 H 1.76 2.47 0.46  0.113
94 H 7.14 1.89 -0.59  0.108
95 H 1.33 6.69 0.08  0.112
96 H 3.60 4.58 -0.68  0.128
97 H -7.77 2.62 4.40  0.120
98 H 2.57 4.03 2.07  0.072
99 H 0.56 -0.70 2.67  0.134
100 H 1.68 -4.43 1.48  0.105
101 H 5.44 8.59 -1.10  0.102
102 H -5.70 -3.15 0.82  0.054
103 H -1.29 -4.12 2.09  0.110

F_max, Eh/bohr: 0.007
Total energy, Eh: -2234.533470
Molar mass, g mol⁻¹: 692.89
HOMO energy, Ha: -0.3449
LUMO, eV: -1.47
Frontier orbital gap, eV: 7.92